99
Properties=species:S:1:pos:R:3:mulliken_charge:R:1 method="wB97M-V/def2-TZVPD" de_lowest_kj_mol=476.4 e_homo_ev=-7.3145 total_charge=-1 largest_force_ha_per_bohr=0.158
As 1.58 0.18 0.61 2.064
F 2.93 -0.78 1.24 -0.581
F 0.78 -1.27 -0.07 -0.561
F 0.16 1.12 0.07 -0.323
F 2.34 1.65 1.22 -0.446
F 2.40 0.50 -0.95 -0.484
F 0.75 -0.12 2.22 -0.372
C 4.55 4.50 -0.01 0.639
O 5.69 4.83 -0.18 -0.701
N 3.55 5.04 -0.59 -0.313
N 4.13 3.39 0.53 -0.068
H 2.56 4.91 -0.43 0.144
H 3.78 5.81 -1.20 0.202
H 3.13 3.27 0.63 -0.012
H 4.85 2.85 0.98 0.111
C 1.38 -4.47 1.45 0.561
O 1.26 -5.63 1.56 -0.701
N 2.01 -3.75 2.29 -0.257
N 0.89 -3.79 0.48 -0.017
H 2.50 -4.13 3.09 0.176
H 1.90 -2.79 1.99 0.088
H 0.82 -2.81 0.68 -0.093
H 0.34 -4.20 -0.26 0.163
C 1.82 5.20 3.95 0.729
O 1.94 5.66 5.06 -0.721
N 1.64 5.99 2.99 -0.328
N 1.89 3.96 3.47 -0.086
H 1.59 5.58 2.06 0.069
H 1.32 6.94 3.15 0.215
H 1.87 3.82 2.47 -0.072
H 1.85 3.17 4.09 0.143
C -1.49 2.99 4.02 0.614
O -1.18 3.11 5.24 -0.750
N -1.97 3.94 3.31 -0.401
N -1.16 1.95 3.35 0.220
H -1.78 3.84 2.32 0.185
H -1.88 4.81 3.81 0.257
H -0.92 1.07 3.78 0.040
H -1.40 1.94 2.37 -0.134
C 1.06 -2.83 -3.01 -0.521
C 2.14 -3.25 -4.06 0.337
C 3.31 -3.95 -3.38 -0.730
O 4.09 -4.77 -4.26 -0.461
C 4.86 -4.04 -5.17 -0.673
N 1.38 -4.05 -5.01 -0.708
H 0.45 -3.64 -2.61 0.254
H 0.36 -2.23 -3.59 -0.196
H 1.56 -2.27 -2.23 0.139
H 2.56 -2.41 -4.60 0.343
H 3.02 -4.57 -2.54 0.237
H 3.91 -3.16 -2.93 0.485
H 4.14 -3.76 -5.94 0.261
H 5.74 -4.53 -5.59 0.261
H 5.31 -3.17 -4.68 0.294
H 2.07 -4.54 -5.57 0.287
H 1.19 -4.82 -4.38 0.333
C -3.58 -0.73 -5.14 -1.735
C -2.33 -0.16 -4.41 1.076
C -1.97 1.27 -4.84 -0.742
O -0.82 1.77 -4.19 -0.381
C -0.99 2.50 -2.96 -0.423
N -2.71 -0.38 -3.01 -0.693
H -3.55 -1.80 -4.93 0.466
H -3.49 -0.62 -6.22 0.408
H -4.52 -0.24 -4.88 0.377
H -1.52 -0.86 -4.65 -0.074
H -2.77 2.01 -4.78 0.361
H -1.68 1.18 -5.89 0.301
H -1.88 3.14 -2.98 0.340
H -0.11 3.14 -2.85 0.236
H -1.05 1.84 -2.10 -0.010
H -1.80 -0.56 -2.62 0.128
H -3.21 -1.26 -2.93 0.298
C -6.13 -2.97 3.15 -1.347
C -5.47 -1.77 3.83 0.468
C -4.55 -1.03 2.92 -0.646
O -3.52 -1.81 2.31 -0.397
C -2.53 -1.13 1.67 -0.138
N -6.52 -0.88 4.33 -0.754
H -6.85 -3.54 3.74 0.401
H -5.31 -3.69 3.10 0.322
H -6.37 -2.71 2.12 0.309
H -4.86 -2.14 4.66 0.263
H -4.08 -0.21 3.47 0.250
H -5.01 -0.48 2.09 0.314
H -2.01 -0.45 2.35 0.041
H -2.99 -0.57 0.85 0.328
H -1.72 -1.68 1.20 0.049
H -7.12 -0.64 3.56 0.286
H -6.15 0.03 4.59 0.278
O 5.50 -0.49 1.48 -0.690
H 4.54 -0.47 1.46 0.424
H 5.77 0.30 1.02 0.304
O 1.88 0.82 4.68 -0.616
H 1.37 0.44 5.39 0.333
H 1.43 0.53 3.88 0.202
O -1.51 3.00 0.29 -0.715
H -0.97 2.30 -0.05 0.312
H -2.41 2.75 0.07 0.346